[1]
{
  "formula": "C5H17NO4",
  "method": "the ωB97M-V functional and the def2-TZVPD basis",
  "symbols": ["N", "C", "C", "O", "C", "C", "C", "O", "H", "H", "H", "H", "H", "H", "H", "H", "H", "H", "H", "H", "H", "O", "H", "H", "O", "H", "H"],
  "xyz": [[0.4011, -0.0976, 1.6296], [0.6785, -0.5723, 0.3113], [2.1677, -1.1774, 0.2171], [2.4411, -1.6169, 1.5167], [0.6979, 0.6650, -0.7401], [-0.7446, 1.0247, -1.1822], [-1.3091, 0.1870, -2.4447], [-0.9442, -1.0517, -1.8989], [0.3448, 0.8719, 1.7090], [1.1849, -0.3076, 2.2960], [-0.0158, -1.3571, 0.0775], [2.0999, -2.0058, -0.7068], [2.9947, -0.6921, -0.3557], [1.9296, -2.5121, 1.7707], [1.1576, 1.4223, -0.2208], [1.2057, 0.4877, -1.6873], [-1.3782, 0.9475, -0.3327], [-0.6663, 2.0945, -1.5475], [-2.3898, 0.2133, -2.5244], [-0.6127, 0.3931, -3.2076], [-0.9667, -1.7410, -2.5474], [-1.2310, 3.3625, 1.1119], [-0.8616, 2.7049, 0.5460], [-2.1279, 3.5045, 0.9409], [-1.1454, -1.9189, 2.3828], [-1.7938, -1.7653, 3.0357], [-1.1163, -1.0630, 1.8509]],
  "forces_ev_per_a": [[1.206, -0.135, 1.471], [3.291, 1.825, -2.435], [-2.290, -2.363, -2.827], [0.237, -3.564, 0.716], [-3.047, -3.724, -0.732], [0.474, 2.319, -2.331], [1.687, 0.252, 4.750], [-0.253, -1.871, -0.109], [-0.302, 2.100, -0.325], [-1.180, -0.380, -0.928], [-0.137, -0.154, -0.442], [-0.249, 0.962, 2.670], [-0.432, 0.971, 1.753], [1.552, 3.129, -1.220], [1.067, 2.062, 1.039], [0.622, -0.440, 0.260], [-1.000, -0.041, 0.523], [-0.554, -0.738, 0.613], [0.002, 0.681, -0.761], [-0.085, 0.656, -1.784], [-0.166, -0.664, -0.617], [2.098, 0.683, 1.533], [-0.146, -0.573, -0.783], [-1.955, -0.016, -0.712], [0.220, 0.207, -1.806], [-1.180, 0.106, 1.198], [0.518, -1.290, 1.283]],
  "gap_ev": 9.58,
  "e_above_lowest_ev": 3.789,
  "total_charge": 0,
  "energy_ev": -15137.5571
}

[2]
{
  "formula": "C3H8N3PS3",
  "method": "the ωB97M-V functional and the def2-TZVPD basis",
  "symbols": ["N", "P", "N", "S", "N", "C", "C", "S", "C", "S", "H", "H", "H", "H", "H", "H", "H", "H"],
  "xyz": [[2.0027, -0.5429, 1.0949], [1.0099, -0.7469, -0.1496], [0.7339, -2.3617, -0.1829], [1.4629, 0.0616, -1.8100], [-0.4909, -0.0135, 0.5149], [-0.4222, 1.4091, 0.4628], [-1.0179, 1.8605, -0.8372], [-2.5758, 0.9140, -0.8083], [-1.7842, -0.3177, 0.2063], [-2.7549, -1.6012, 0.7336], [2.6370, -1.3483, 1.2453], [2.6854, 0.1998, 0.9905], [0.0068, -2.9395, 0.2736], [0.6750, -2.3890, -1.1423], [0.6043, 1.6952, 0.5670], [-1.1026, 1.8547, 1.3170], [-1.1621, 2.8803, -0.7880], [-0.5072, 1.3853, -1.6874]],
  "forces_ev_per_a": [[3.060, -0.238, 1.667], [-2.927, 0.076, 0.975], [-0.199, -0.193, 1.641], [0.678, -0.222, -0.671], [0.637, -0.998, -0.225], [-0.869, 1.791, 1.543], [-0.305, -2.613, -0.374], [0.232, -0.195, 0.685], [-2.461, -1.958, -0.118], [1.606, 1.012, -0.614], [-1.066, 0.209, -0.015], [-0.453, 0.511, -0.041], [0.501, 1.109, -0.088], [-0.390, -1.617, -2.990], [0.556, 0.624, 0.268], [1.604, -0.730, -1.312], [-0.343, 2.180, -0.612], [0.139, 1.254, 0.280]],
  "gap_ev": 8.42,
  "e_above_lowest_ev": 0.001,
  "total_charge": 0,
  "energy_ev": -49506.4684
}

[3]
{
  "formula": "C10H16O",
  "method": "the ωB97M-V functional and the def2-TZVPD basis",
  "symbols": ["C", "C", "C", "C", "C", "O", "C", "C", "H", "H", "H", "H", "H", "H", "H", "H", "C", "C", "C", "H", "H", "H", "H", "H", "H", "H", "H"],
  "xyz": [[-2.6644, 0.5236, -1.2511], [-1.8018, -0.0985, -0.2906], [-0.7228, 0.4683, 0.3352], [-0.0268, -0.3651, 1.1940], [-0.4524, -1.5698, 1.6684], [0.6099, -2.4378, 1.9907], [-1.6382, -2.1398, 1.2215], [-2.2174, -1.3651, 0.2462], [-3.6995, 0.5393, -0.8662], [-2.7781, 0.1041, -2.2832], [-2.3377, 1.5634, -1.3613], [-0.3866, 1.3586, -0.0431], [1.0310, -0.1865, 1.3407], [0.1170, -3.1522, 2.5483], [-2.1506, -3.0331, 1.6551], [-3.1776, -1.8171, -0.2108], [2.5584, 2.7967, -0.3000], [2.0134, 1.6332, -1.2488], [2.9936, 1.4579, -2.4943], [3.5188, 2.5598, 0.0942], [1.8056, 3.1457, 0.4517], [2.5254, 3.6891, -0.9057], [1.9871, 0.6683, -0.5453], [0.9515, 1.8443, -1.7222], [3.8722, 2.0840, -2.4207], [3.2398, 0.4684, -2.6697], [2.3535, 1.6177, -3.4707]],
  "forces_ev_per_a": [[-1.759, 1.709, -1.871], [-0.086, -2.940, 2.429], [-1.219, -2.421, -0.268], [1.407, 0.721, 0.620], [2.093, -1.304, -1.579], [-2.399, -1.480, 2.861], [-1.166, 0.965, 0.241], [-2.901, -0.952, -1.516], [0.335, 0.180, -0.125], [0.587, -0.058, 0.882], [-0.281, 0.001, -0.248], [1.141, 2.152, -0.368], [-0.001, 0.346, 0.454], [1.835, 1.463, -1.368], [0.825, 0.665, -0.687], [1.451, 0.911, 0.687], [-3.161, -0.033, -1.324], [-0.006, -0.679, 0.689], [-3.286, 1.332, -0.718], [0.601, -0.005, 0.361], [0.714, -1.057, 0.047], [0.928, 0.423, -0.470], [-0.181, 1.849, -1.967], [2.044, -0.370, 1.508], [0.054, 0.171, -0.244], [0.966, -2.116, 0.232], [1.465, 0.526, 1.741]],
  "gap_ev": 9.21,
  "e_above_lowest_ev": 3.228,
  "total_charge": 0,
  "energy_ev": -12674.4972
}

[4]
{
  "formula": "C21H64N2O12",
  "method": "the ωB97M-V functional and the def2-TZVPD basis",
  "symbols": ["C", "O", "H", "H", "H", "H", "C", "O", "H", "H", "H", "H", "C", "O", "H", "H", "H", "H", "O", "H", "H", "O", "H", "H", "O", "H", "H", "O", "H", "H", "O", "H", "H", "O", "H", "H", "O", "H", "H", "C", "C", "C", "C", "C", "C", "N", "O", "C", "C", "C", "H", "H", "H", "H", "H", "H", "H", "H", "H", "H", "H", "H", "H", "H", "H", "H", "H", "H", "H", "C", "C", "C", "C", "C", "C", "N", "O", "C", "C", "C", "H", "H", "H", "H", "H", "H", "H", "H", "H", "H", "H", "H", "H", "H", "H", "H", "H", "H", "H"],
  "xyz": [[-0.7681, -1.1777, -0.0034], [-1.9988, -1.1773, 0.6751], [-0.6597, -2.2129, -0.3270], [-0.8919, -0.5564, -0.8904], [0.0531, -0.8216, 0.6187], [-1.8682, -1.4684, 1.5806], [-2.0197, 1.0157, -1.9719], [-2.1323, 1.0144, -3.3768], [-2.9673, 1.3813, -1.5763], [-1.9479, -0.0219, -1.6461], [-1.2856, 1.7061, -1.5565], [-2.7659, 0.3292, -3.6018], [-3.8460, -2.3208, 2.6651], [-2.9768, -3.3581, 2.3482], [-4.8678, -2.4254, 2.3004], [-3.9173, -2.1973, 3.7458], [-3.6899, -1.3738, 2.1485], [-2.1765, -3.1959, 2.8530], [-3.0238, -2.0491, -1.0597], [-3.2556, -2.9212, -0.7404], [-2.1958, -1.8465, -0.6243], [-1.3195, -2.3745, 2.9770], [-0.5502, -2.7719, 3.3848], [-1.1873, -1.4324, 3.0824], [-0.7154, -0.2836, 2.4980], [-0.7413, 0.6683, 2.4001], [0.2118, -0.4870, 2.6211], [0.1415, -4.2965, 0.2033], [-0.6602, -4.7879, 0.0241], [0.2868, -3.7775, -0.5878], [0.1825, -3.3724, -1.5151], [-0.5827, -3.8413, -1.8481], [0.3957, -2.7420, -2.2032], [-3.3400, 0.2518, 0.9170], [-2.6898, -0.3565, 0.5656], [-2.8492, 0.8008, 1.5285], [1.2177, -1.0164, 2.5564], [1.1781, -1.6682, 1.8566], [1.1291, -1.5244, 3.3628], [1.5822, 0.5755, -0.6957], [1.2358, 0.5339, -2.1806], [2.0981, 1.6173, -2.8849], [3.5738, 1.2309, -3.0438], [3.7109, -0.0532, -3.8484], [2.9327, -1.2423, -3.2023], [1.5439, -0.8400, -2.7729], [0.8858, -1.8951, -2.1573], [2.6227, -2.2727, -4.3428], [3.7933, -1.9114, -2.0591], [-0.2533, 0.9703, -2.4141], [1.5638, 1.5448, -0.1975], [2.6256, 0.2837, -0.5766], [0.9281, 0.0706, 0.0151], [1.7934, 1.8592, -3.9031], [1.9901, 2.5753, -2.3763], [4.0853, 1.1571, -2.0841], [4.1078, 2.0562, -3.5148], [4.7718, -0.2741, -3.7313], [3.4409, 0.2181, -4.8690], [2.0352, -3.1581, -4.1000], [2.1467, -1.7275, -5.1578], [3.5475, -2.5787, -4.8319], [4.7694, -2.2209, -2.4326], [4.0653, -1.2688, -1.2217], [3.3769, -2.7920, -1.5700], [-0.4654, 1.9438, -1.9722], [-0.8590, 0.1400, -2.0511], [-0.5204, 0.9878, -3.4707], [1.2583, -1.8745, -1.2727], [-1.7739, 3.7206, 1.5263], [-1.5973, 2.2185, 1.8489], [-1.4358, 1.4388, 0.5193], [-0.0789, 1.5105, -0.1151], [0.9889, 1.1217, 0.8989], [0.9340, 1.9175, 2.2160], [-0.4534, 1.9091, 2.7352], [-0.6090, 2.4692, 4.0242], [1.8888, 1.2725, 3.2559], [1.4042, 3.3668, 1.9174], [-2.8473, 1.6776, 2.5508], [-1.4281, 4.1180, 0.5721], [-1.3580, 4.3767, 2.2910], [-2.8222, 3.8252, 1.8063], [-1.7043, 0.3899, 0.6443], [-2.1252, 1.9246, -0.1712], [0.0755, 2.5034, -0.5376], [-0.0149, 0.7713, -0.9136], [1.9093, 1.4197, 0.3967], [1.2008, 0.1179, 1.2672], [2.8409, 1.1843, 2.7327], [1.9355, 1.9530, 4.1061], [1.5451, 0.3034, 3.6176], [2.4515, 3.3946, 1.6164], [0.8477, 3.7944, 1.0834], [1.2756, 3.9753, 2.8126], [-3.8030, 1.9668, 2.1137], [-2.9955, 2.0999, 3.5447], [-2.8226, 0.5883, 2.5816], [-0.7216, 1.7044, 4.5934]],
  "forces_ev_per_a": [[0.614, -1.945, -0.199], [7.505, -6.562, 0.954], [0.874, 0.500, 0.303], [0.470, -1.095, 1.205], [-1.003, -0.731, -0.173], [0.038, -0.404, 0.072], [-11.382, 1.148, 2.130], [-2.733, 0.338, -1.271], [-1.457, -0.017, -0.289], [-2.529, 0.785, 1.006], [-6.414, -1.493, 1.034], [-0.549, 0.099, -0.022], [-0.997, 0.283, 0.099], [-5.142, -3.023, -2.504], [-0.225, -1.059, 0.058], [-0.040, 0.327, 0.239], [0.764, 0.257, 0.398], [-1.334, -1.098, -0.081], [-1.044, -0.968, -2.870], [-0.209, -0.192, 0.221], [-1.576, -1.169, -0.759], [5.577, -0.459, 2.849], [0.286, -0.447, 0.055], [-0.153, 2.298, 0.412], [-4.874, -1.196, 0.586], [-0.273, 0.787, 1.370], [-1.323, 1.116, -0.025], [-0.519, -4.665, 8.805], [-0.113, -0.277, 0.585], [1.416, -0.886, 2.619], [-5.975, -6.309, -6.157], [-0.372, -0.560, 0.154], [-2.421, -3.788, -3.371], [-8.371, 2.790, -0.898], [-3.175, 0.994, -1.125], [-1.581, -1.685, -3.297], [6.871, -5.299, 0.026], [-0.055, -0.946, -0.437], [0.531, -0.561, 0.582], [6.054, -5.930, -12.759], [1.329, -0.307, -1.897], [0.914, -0.557, -0.418], [-0.399, 0.582, 0.731], [0.060, 0.421, 1.581], [-0.954, -1.047, -0.270], [0.913, 2.844, -2.615], [8.437, 15.682, -2.063], [1.041, 0.702, -0.405], [0.139, 0.417, -0.110], [12.024, -2.058, -5.807], [-1.432, 1.640, -12.478], [0.730, -0.570, -0.027], [2.549, -2.373, -4.375], [-0.651, -0.434, -0.143], [-0.028, -0.091, 0.432], [-0.122, -0.299, 0.288], [0.002, -0.036, -0.383], [0.048, -0.457, -0.779], [-0.091, -0.708, -0.117], [0.084, 0.164, 0.350], [-0.492, 0.052, 0.249], [0.308, -0.404, 0.334], [-0.110, -0.137, -0.409], [-0.280, 0.558, -0.128], [-0.447, -0.162, -0.404], [5.251, 0.164, -3.479], [3.795, 0.242, -1.359], [2.103, 0.170, 0.215], [-0.026, -0.462, 0.575], [-0.595, 0.063, 1.820], [0.631, 1.384, -0.619], [1.071, 2.003, 0.377], [-3.787, 1.678, 5.196], [-3.548, 5.218, 13.695], [-0.930, 1.507, 1.131], [0.485, 2.937, -0.230], [0.333, 0.373, -0.416], [-0.827, 1.326, 0.189], [-0.105, -0.451, 0.230], [-0.387, 3.133, 4.189], [-0.467, -0.393, -0.165], [0.614, -0.244, 0.157], [-0.329, 0.772, -1.303], [2.133, 3.203, -0.275], [-0.251, -0.259, 1.181], [0.737, 0.232, 0.363], [-1.549, 1.679, 2.206], [4.837, -0.009, 11.432], [-0.235, 1.520, 0.198], [0.220, -0.186, 0.397], [0.452, 0.056, -0.055], [0.564, 1.471, 0.386], [0.201, -0.120, 0.158], [-0.146, 0.087, 0.178], [0.016, 0.174, -0.113], [0.361, 0.010, -0.468], [0.764, 0.018, 0.370], [0.002, 0.543, 2.975], [-0.126, -0.219, 0.200]],
  "gap_ev": 7.04,
  "total_charge": 0,
  "energy_ev": -50312.2746
}

[5]
{
  "formula": "H6N4",
  "method": "the ωB97M-V functional and the def2-TZVPD basis",
  "symbols": ["N", "N", "N", "N", "H", "H", "H", "H", "H", "H"],
  "xyz": [[-1.1172, 0.4599, -0.0013], [-0.3391, -0.6480, 0.5023], [0.8364, -0.6879, -0.2180], [1.5111, 0.4686, 0.1513], [-1.9830, 0.4683, 0.5316], [-1.4737, 0.3768, -1.1055], [-0.7559, -1.6295, 0.2961], [0.6738, -0.5767, -1.2258], [0.8253, 1.2554, -0.0571], [1.8223, 0.5130, 1.1265]],
  "forces_ev_per_a": [[-1.942, -0.422, -2.734], [-2.503, -2.689, -1.206], [1.327, 0.000, 0.678], [0.635, 2.764, -1.274], [0.139, 0.200, 0.032], [1.258, -0.292, 3.376], [0.176, 2.164, 0.463], [-0.038, -0.187, 0.274], [1.474, -0.942, 0.959], [-0.527, -0.596, -0.569]],
  "gap_ev": 9.99,
  "e_above_lowest_ev": 1.251,
  "total_charge": 0,
  "energy_ev": -6054.3062
}

What did the first record say?
{
  "formula": "C5H17NO4",
  "method": "the ωB97M-V functional and the def2-TZVPD basis",
  "symbols": ["N", "C", "C", "O", "C", "C", "C", "O", "H", "H", "H", "H", "H", "H", "H", "H", "H", "H", "H", "H", "H", "O", "H", "H", "O", "H", "H"],
  "xyz": [[0.4011, -0.0976, 1.6296], [0.6785, -0.5723, 0.3113], [2.1677, -1.1774, 0.2171], [2.4411, -1.6169, 1.5167], [0.6979, 0.6650, -0.7401], [-0.7446, 1.0247, -1.1822], [-1.3091, 0.1870, -2.4447], [-0.9442, -1.0517, -1.8989], [0.3448, 0.8719, 1.7090], [1.1849, -0.3076, 2.2960], [-0.0158, -1.3571, 0.0775], [2.0999, -2.0058, -0.7068], [2.9947, -0.6921, -0.3557], [1.9296, -2.5121, 1.7707], [1.1576, 1.4223, -0.2208], [1.2057, 0.4877, -1.6873], [-1.3782, 0.9475, -0.3327], [-0.6663, 2.0945, -1.5475], [-2.3898, 0.2133, -2.5244], [-0.6127, 0.3931, -3.2076], [-0.9667, -1.7410, -2.5474], [-1.2310, 3.3625, 1.1119], [-0.8616, 2.7049, 0.5460], [-2.1279, 3.5045, 0.9409], [-1.1454, -1.9189, 2.3828], [-1.7938, -1.7653, 3.0357], [-1.1163, -1.0630, 1.8509]],
  "forces_ev_per_a": [[1.206, -0.135, 1.471], [3.291, 1.825, -2.435], [-2.290, -2.363, -2.827], [0.237, -3.564, 0.716], [-3.047, -3.724, -0.732], [0.474, 2.319, -2.331], [1.687, 0.252, 4.750], [-0.253, -1.871, -0.109], [-0.302, 2.100, -0.325], [-1.180, -0.380, -0.928], [-0.137, -0.154, -0.442], [-0.249, 0.962, 2.670], [-0.432, 0.971, 1.753], [1.552, 3.129, -1.220], [1.067, 2.062, 1.039], [0.622, -0.440, 0.260], [-1.000, -0.041, 0.523], [-0.554, -0.738, 0.613], [0.002, 0.681, -0.761], [-0.085, 0.656, -1.784], [-0.166, -0.664, -0.617], [2.098, 0.683, 1.533], [-0.146, -0.573, -0.783], [-1.955, -0.016, -0.712], [0.220, 0.207, -1.806], [-1.180, 0.106, 1.198], [0.518, -1.290, 1.283]],
  "gap_ev": 9.58,
  "e_above_lowest_ev": 3.789,
  "total_charge": 0,
  "energy_ev": -15137.5571
}

Number 1 is which compound?
C5H17NO4